10
Properties=species:S:1:pos:R:3:forces:R:3 method="wB97M-V/def2-TZVPD" e_above_lowest_kcal_mol=89.0 lumo_energy_ev=0.29 homo_energy_ev=-8.7 orbital_gap_ev=9.0
N 1.50113 -1.10444 -0.19303 -6.02 -0.93 0.14
N 1.74254 0.21712 0.07948 1.35 -1.98 1.71
C 0.82073 1.05864 0.17246 1.41 2.75 0.52
N -0.49420 0.89859 -0.26545 -2.96 1.03 -1.41
S -1.53036 -0.42907 0.01490 -1.87 1.62 2.17
H 2.09144 -1.72471 0.23527 3.04 -0.90 0.95
H 0.53858 -1.56942 0.34777 2.75 2.32 -2.26
H 1.35429 2.02149 0.68093 -2.37 -1.55 -1.70
H -0.99342 1.56231 -0.97219 2.09 -1.29 1.99
H -2.67566 0.14465 1.08796 2.58 -1.08 -2.10



9
Properties=species:S:1:pos:R:3:forces:R:3 method="wB97M-V/def2-TZVPD" e_above_lowest_kcal_mol=59.5 lumo_energy_ev=0.19 homo_energy_ev=-8.9 orbital_gap_ev=9.1
C -0.80813 0.93593 0.12450 1.67 0.46 0.95
Si 0.50733 -0.50448 0.46143 -1.78 -0.35 -2.97
S 2.46034 0.18649 -0.03866 -0.65 1.76 -0.11
H -0.75904 1.85866 0.76330 0.95 -0.55 -0.64
H -0.90809 1.24095 -0.93935 0.02 -0.61 0.78
H -1.67700 0.56066 0.57795 -1.77 -0.99 -0.23
H -0.41171 -2.20375 -0.86286 1.30 2.18 1.60
H 0.69160 -1.24550 1.67992 -0.43 -0.12 0.74
H 1.98361 1.53697 -0.03258 0.69 -1.79 -0.12